The following is a quantum chemistry calculation of C27H34Cl2FeN5O3 as an isolated structure at a distorted geometry, from OMol25.

XYZ file:
```
72
C27H34Cl2FeN5O3 ωB97M-V/def2-TZVPD
O 0.36330 -0.11680 -5.49730
C -0.34920 0.30790 -6.38470
C -0.11550 1.54570 -7.14190
C 0.99250 2.35190 -6.87370
H 1.67910 2.04750 -6.09590
C 1.19260 3.51190 -7.59710
H 2.05040 4.13780 -7.39080
C 0.29070 3.87720 -8.59260
H 0.45070 4.78640 -9.15720
C -0.81290 3.08030 -8.86470
H -1.51150 3.36700 -9.63900
C -1.01500 1.91710 -8.14010
H -1.87350 1.28850 -8.34480
H -1.26280 -0.24700 -6.68760
C -2.37620 1.76570 -0.57270
C -1.79170 0.84560 0.44630
H -3.25940 2.30040 -0.21520
H -2.65600 1.20310 -1.46250
H -1.64170 2.49840 -0.89950
C -2.36840 0.52280 1.60870
C -3.69060 0.98180 2.14780
H -1.85750 -0.18570 2.25650
H -4.16190 1.73930 1.52750
H -3.58640 1.39430 3.15550
H -4.39140 0.14610 2.23030
Fe 0.00000 0.00000 0.00000
Cl 1.16080 2.02230 -0.13080
Cl -0.42330 -0.21560 -2.25720
H 3.93710 -0.07900 -3.21210
H 5.58190 0.90520 -1.52880
C 3.13900 0.10530 -2.49370
C 4.72650 1.07710 -0.87640
N 3.68480 0.11190 -1.14950
H 2.37630 -0.65850 -2.56660
C 3.04200 -0.49690 -0.15020
O 2.03900 -1.21130 -0.26570
H 5.05160 0.99000 0.15670
H 3.50520 -0.32230 0.83110
H 2.66720 1.06360 -2.70380
H 4.35260 2.08830 -1.03800
H -1.42340 -5.18170 1.38150
H -0.24030 -5.93180 -0.84760
C -1.87890 -4.39550 0.77880
C -0.74940 -5.08710 -1.31330
N -1.02160 -4.05370 -0.33810
H -2.02710 -3.51280 1.38840
C -0.51910 -2.82490 -0.48110
O -0.72290 -1.90760 0.33090
H -0.11780 -4.69120 -2.10210
H 0.08280 -2.66460 -1.37390
H -2.84340 -4.75010 0.41590
H -1.67740 -5.44660 -1.75860
N -0.05000 1.36440 10.79620
C -0.06540 1.03410 9.69460
C -0.09100 0.62450 8.31900
C -1.20410 0.91650 7.50530
C -1.15880 0.63410 6.13140
C 0.00060 0.04020 5.60480
C 1.06240 -0.31110 6.43440
C 1.03360 -0.00400 7.77960
N 0.19540 -0.22850 4.22650
C 0.48550 -1.45790 3.78570
C 0.64250 -1.40300 2.45630
N 0.37170 -0.15970 2.01010
C 0.13790 0.58350 3.13950
H -2.08630 1.38610 7.92690
H -2.01090 0.86390 5.49530
H 1.93930 -0.77960 5.99680
H 1.90370 -0.23040 8.38240
H 0.51290 -2.36890 4.37110
H 0.83910 -2.26810 1.84910
H -0.17540 1.63430 3.18110
```

energy: -3732.8522 a.u.
spin multiplicity: 6
Kohn-Sham gap (spin up / spin down): 6.589 / 7.488 eV
relative energy (zero: lowest compared OMol25 entry of this formula, charge and spin): 0.0 kJ/mol
HOMO (spin up / spin down): -0.254 / -0.288 hartree
strongest force on any atom: 3.329 eV/Å

***

The following is a quantum chemistry calculation of C27H34IN2NiO2Sb2 as an isolated structure, from OMol25.

XYZ file:
```
69
C27H34IN2NiO2Sb2 ωB97M-V/def2-TZVPD
Ni -0.83483 -1.06080 0.26825
C 3.10279 0.73546 -1.85376
C 2.94134 -0.75836 -1.87600
N 3.80689 -1.46390 -2.57132
C 3.70334 -2.81260 -2.57415
C 2.73482 -3.49121 -1.88264
C 2.73531 -4.99363 -1.91302
O 3.14285 -5.60167 -0.67464
C 1.78551 -2.76428 -1.12863
C 0.73469 -3.46950 -0.39926
N -0.01024 -2.87770 0.43541
C -1.20043 -3.46239 1.07816
C -1.45368 -4.91818 0.85340
C -1.69517 -5.80230 1.86008
C -1.64384 -5.40416 3.21741
C -1.34319 -4.05801 3.53971
C -1.11531 -3.15965 2.55009
I -0.72692 -1.13690 2.97150
C 1.86241 -1.33865 -1.10670
O 1.07488 -0.55477 -0.47012
H 3.68389 1.05375 -2.71941
H 3.62982 1.04876 -0.94490
H 2.13262 1.22853 -1.84079
H 4.44734 -3.35326 -3.15326
H 3.45379 -5.33417 -2.65376
H 1.75681 -5.37028 -2.21581
H 2.66694 -5.17440 0.04387
H 0.58247 -4.53540 -0.60420
H -1.51728 -5.24208 -0.18219
H -1.93839 -6.83370 1.61941
H -1.83463 -6.12082 4.00840
H -1.29502 -3.74257 4.57782
C -0.64195 1.43419 -2.61207
Sb -1.70869 0.91527 -0.82806
C -3.45426 0.20178 -1.86929
C -2.59734 2.91833 -0.55705
C -1.65993 4.09963 -0.62728
C -1.54276 4.81083 -1.82941
C -0.71301 5.91536 -1.95983
C 0.01807 6.34782 -0.86010
C -0.07923 5.65157 0.33566
C -0.88840 4.51594 0.47628
C -0.87841 3.75772 1.77417
Sb 0.74039 2.27496 1.86306
C 0.41093 1.98363 3.98736
C 2.27788 3.76815 2.18294
H -1.34405 1.80277 -3.36740
H -0.12215 0.54851 -2.97780
H 0.09282 2.21622 -2.39526
H -3.79635 0.94448 -2.59709
H -4.25069 -0.01856 -1.15811
H -3.18431 -0.72268 -2.38040
H -3.13029 2.89385 0.39807
H -3.33868 2.97867 -1.35754
H -2.12729 4.47827 -2.68226
H -0.64303 6.43542 -2.90864
H 0.65505 7.22205 -0.93019
H 0.48771 5.99131 1.19805
H -1.79973 3.19864 1.94371
H -0.70086 4.41341 2.63050
H 0.68678 2.89428 4.52197
H 1.00531 1.14263 4.35537
H -0.64615 1.76171 4.16114
H 1.96625 4.48126 2.95516
H 2.47932 4.29983 1.24766
H 3.19718 3.26487 2.50428
C -2.31817 -2.56191 0.45356
H -3.17057 -2.47623 1.13327
H -2.65101 -3.01518 -0.48339
```

energy: -3595.6511 a.u.
spin multiplicity: 3
total charge: -1
Kohn-Sham gap (spin up / spin down): 5.693 / 5.907 eV
relative energy (zero: lowest compared OMol25 entry of this formula, charge and spin): 81.6 kJ/mol
HOMO (spin up / spin down): -0.120 / -0.143 hartree
strongest force on any atom: 0.883 eV/Å

***

The following is a quantum chemistry calculation of C27H34N3O7S3SiV as an isolated structure, from OMol25.

XYZ file:
```
76
C27H34N3O7S3SiV ωB97M-V/def2-TZVPD
V -0.73981 0.14299 -0.80375
O -0.39816 4.30852 -0.78640
C -0.53127 3.01761 -0.57095
O -0.33566 2.15719 -1.40848
C -0.97113 2.62630 0.79928
C -1.40021 3.44443 1.82738
C -1.87343 2.83097 2.98036
C -1.87354 1.44518 3.08292
C -1.38983 0.70830 2.01651
N -0.97736 1.30507 0.90813
C -1.28613 -0.77956 1.84690
O -1.53604 -1.60075 2.84313
O -0.97984 -1.21834 0.75585
H -0.12851 4.44456 -1.70977
H -1.38470 4.51916 1.71824
H -2.24298 3.43118 3.80000
H -2.25041 0.97074 3.97978
H -1.68235 -1.13013 3.67338
S -1.07624 -1.12227 -2.68577
C -2.76032 -0.91942 -3.12855
C -3.22772 -1.53862 -4.28745
C -4.54737 -1.41118 -4.68657
C -4.99142 -2.05743 -5.89102
N -5.34103 -2.56876 -6.85875
C -5.43300 -0.64837 -3.90897
C -4.97544 -0.03484 -2.75574
C -3.64613 -0.15888 -2.35213
S -3.10721 0.63002 -0.89171
C -6.81012 -0.48945 -4.29024
N -7.91354 -0.34119 -4.57436
H -2.54520 -2.12679 -4.88614
H -5.66082 0.55186 -2.15913
C 1.70337 1.89522 3.57179
C 1.96574 0.40009 3.43426
C 1.06740 -0.39120 4.38117
C 3.42030 0.08991 3.76975
O 1.60886 0.00141 2.09616
Si 2.61733 0.04526 0.77259
S 1.57912 -0.28659 -1.00154
O 3.85410 -1.01693 0.94226
C 3.93663 -2.44042 0.75847
C 2.64607 -3.11622 1.21038
C 4.21571 -2.72854 -0.71024
C 5.10843 -2.90223 1.61582
O 3.30307 1.53552 0.85750
C 4.46430 2.07561 0.20754
C 5.68436 1.75577 1.06314
C 4.23418 3.57931 0.14340
C 4.62927 1.50585 -1.19587
H 1.89303 2.22506 4.59564
H 0.66229 2.11486 3.32679
H 2.34565 2.45296 2.89022
H 1.39727 -0.27023 5.41406
H 1.10002 -1.45116 4.12712
H 0.03568 -0.03494 4.32156
H 3.62611 0.41217 4.79250
H 4.10445 0.60812 3.10005
H 3.61418 -0.97911 3.69638
H 1.80376 -2.80071 0.59209
H 2.43105 -2.86671 2.25144
H 2.74421 -4.20006 1.12961
H 3.40583 -2.35571 -1.33652
H 4.31567 -3.80374 -0.86982
H 5.14684 -2.24671 -1.01424
H 4.91344 -2.71372 2.67224
H 6.01318 -2.36358 1.33068
H 5.28222 -3.97098 1.48118
H 5.57015 2.18625 2.06024
H 6.58672 2.17125 0.61084
H 5.80277 0.67584 1.15662
H 4.06518 3.97624 1.14585
H 3.35827 3.79682 -0.47076
H 5.09825 4.08474 -0.29071
H 4.80380 0.42932 -1.16071
H 5.48422 1.97645 -1.68472
H 3.73626 1.68672 -1.79423
```

energy: -4168.5955 a.u.
spin multiplicity: 3
Kohn-Sham gap (spin up / spin down): 6.023 / 5.889 eV
relative energy (zero: lowest compared OMol25 entry of this formula, charge and spin): 6.0 kJ/mol
HOMO (spin up / spin down): -0.292 / -0.290 hartree
strongest force on any atom: 1.000 eV/Å

***

The following is a quantum chemistry calculation of C27H34N4O3P2Pt as an isolated structure at a distorted geometry, from OMol25.

XYZ file:
```
71
C27H34N4O3P2Pt ωB97M-V/def2-TZVPD
Pt -0.52903 -0.93688 1.19265
N 0.38299 -2.71615 2.04006
C -0.24072 -3.90465 1.41079
C -1.67731 -4.09437 1.87490
C -2.62064 -3.05466 1.27658
O -3.50414 -3.39664 0.51015
O -2.45582 -1.80970 1.65501
H 1.37123 -2.68466 1.80267
H 0.30267 -2.77275 3.05141
H 0.33251 -4.79888 1.66260
H -0.20162 -3.77242 0.32854
H -1.73658 -4.02053 2.96418
H -2.02866 -5.07520 1.56638
O 1.07783 -1.06024 -0.48706
P 2.13362 -0.00330 -0.21525
C 3.74054 -0.47583 -0.84365
C 4.79274 0.43933 -0.80470
C 6.03155 0.06900 -1.29851
C 6.21056 -1.19995 -1.83787
C 5.16033 -2.10542 -1.87938
C 3.91633 -1.74621 -1.38296
C 1.71377 1.58469 -0.95323
C 1.99420 2.80680 -0.34780
C 1.74194 3.98453 -1.03699
C 1.22818 3.94061 -2.32595
C 0.96167 2.72079 -2.93629
C 1.20306 1.54046 -2.25121
C 2.24375 0.19245 1.58303
C 3.31397 -0.32968 2.29615
C 3.28540 -0.32593 3.68670
C 2.17723 0.16787 4.36089
C 1.10178 0.68968 3.65449
C 1.12496 0.70761 2.26103
H 4.64118 1.43090 -0.39348
H 6.85600 0.76855 -1.27267
H 7.17560 -1.47892 -2.23942
H 5.30800 -3.09001 -2.30215
H 3.08019 -2.43358 -1.41247
H 2.41167 2.83707 0.65211
H 1.96065 4.93766 -0.57412
H 1.04724 4.86181 -2.86399
H 0.57853 2.69290 -3.94851
H 1.02287 0.57627 -2.71489
H 4.17134 -0.72657 1.76661
H 4.13204 -0.70480 4.24363
H 2.16384 0.17060 5.44266
H 0.26244 1.11660 4.18787
H 0.39370 1.30781 1.71940
C -4.51068 2.31241 -0.75277
N -4.90611 1.01660 -0.03775
C -5.18011 -0.05288 -1.11428
N -4.06358 -0.18598 -1.97696
C -3.72589 1.07848 -2.61658
N -3.40316 2.09342 -1.61492
C -2.15230 1.81538 -0.91513
P -2.25487 0.20736 0.02163
C -3.84485 0.57987 0.91320
C -2.92373 -0.84086 -1.34936
H -4.28064 3.05928 0.00693
H -5.37769 2.63741 -1.32844
H -5.76935 1.17511 0.48639
H -6.05867 0.28161 -1.66672
H -5.39617 -0.99343 -0.60699
H -4.57406 1.42192 -3.21075
H -2.87419 0.93534 -3.27857
H -1.92096 2.63958 -0.23539
H -1.33632 1.75372 -1.63280
H -3.67424 1.37189 1.64480
H -4.16368 -0.31637 1.44300
H -3.22547 -1.81420 -0.95747
H -2.13686 -1.00174 -2.08898
```

energy: -2295.5681 a.u.
total charge: +2
Kohn-Sham gap: 7.657 eV
relative energy (zero: lowest compared OMol25 entry of this formula, charge and spin): 110.8 kJ/mol
HOMO: -0.519 hartree
strongest force on any atom: 3.429 eV/Å

***

The following is a quantum chemistry calculation of C27H35AlF4N7O4SSe as an isolated structure at a distorted geometry, from OMol25.

XYZ file:
```
80
C27H35AlF4N7O4SSe ωB97M-V/def2-TZVPD
Al 11.64196 13.26874 10.95304
C 10.98807 16.01111 9.86448
N 12.11884 15.28142 10.36903
C 13.25541 15.41573 9.36483
C 12.66603 15.74144 11.67278
C 13.67740 14.71224 12.26538
N 13.12198 13.39799 12.01479
C 13.98451 12.34550 12.46722
C 14.98135 11.90482 11.58859
F 15.23036 12.52742 10.37916
C 15.84886 10.87860 12.09179
F 16.80262 10.46487 11.29788
C 15.89546 10.56496 13.44255
C 14.95131 11.10297 14.28785
F 15.03550 10.86613 15.57081
C 13.99390 11.99514 13.81715
F 13.23326 12.59223 14.71878
H 11.25469 17.00705 9.49947
H 10.59397 15.54481 8.94805
H 10.17500 16.10882 10.60096
H 13.47617 16.40835 9.21165
H 14.15214 14.96601 9.78936
H 13.01238 14.83617 8.41704
H 13.00183 16.76306 11.58173
H 11.80118 15.91931 12.28400
H 14.67655 14.83469 11.76142
H 13.68696 14.93694 13.29516
H 16.65856 9.92374 13.84913
O 11.25369 13.78260 7.46999
C 11.14828 12.73592 8.10419
O 11.44226 12.52222 9.37159
C 10.65323 11.55776 7.35101
C 11.06932 11.33464 6.03738
C 10.51134 10.25654 5.29214
C 9.63716 9.39700 5.88589
C 9.31272 9.59582 7.22845
C 9.79842 10.63851 7.92129
N 8.40094 8.68704 7.89064
O 7.48330 9.18377 8.54097
O 8.65708 7.51829 7.75568
H 11.83314 12.00650 5.59989
H 10.89218 10.09883 4.32729
H 9.13606 8.60793 5.26771
H 9.43459 10.73733 9.01185
C 8.48533 16.17221 13.00607
N 8.06578 15.78100 11.64802
C 7.38404 16.71161 10.87177
C 7.19910 16.14636 9.68106
N 7.82079 14.92002 9.72411
C 7.62629 13.93815 8.66669
C 8.37065 14.67344 10.90690
Se 9.20130 13.13525 11.53852
H 8.23642 17.26330 13.18624
H 9.58277 16.11509 13.18843
H 8.00735 15.52112 13.70267
H 7.01491 17.64510 11.27979
H 6.70814 16.44924 8.74753
H 6.84418 13.24814 8.94664
H 8.57750 13.37877 8.61973
H 7.48941 14.43259 7.79324
C 11.12180 7.12822 10.77442
N 11.26829 8.62275 10.77612
C 12.42405 9.15341 9.99907
C 10.51010 9.42641 11.64568
S 11.32380 10.76523 12.35194
N 9.25464 9.09498 12.03609
C 8.48640 9.67140 13.12059
C 8.40884 8.23380 11.24741
H 12.07935 6.71461 11.11510
H 10.91276 6.79367 9.75674
H 10.29127 6.84132 11.44116
H 12.57431 8.42923 9.19842
H 13.33593 9.21728 10.53844
H 12.00559 10.09887 9.53691
H 9.01907 10.25072 13.78811
H 7.97004 8.94967 13.72229
H 7.61976 10.27005 12.76503
H 8.85230 8.18219 10.28433
H 7.48619 8.74183 11.23639
H 8.24575 7.23221 11.77890
```

energy: -5175.4070 a.u.
total charge: +1
Kohn-Sham gap: 8.060 eV
relative energy (zero: lowest compared OMol25 entry of this formula, charge and spin): 249.9 kJ/mol
HOMO: -0.389 hartree
strongest force on any atom: 4.009 eV/Å

***

The following is a quantum chemistry calculation of C27H35BaN5O2P2 as an isolated structure at a distorted geometry, from OMol25.

XYZ file:
```
72
C27H35BaN5O2P2 ωB97M-V/def2-TZVPD
Ba 0.02202 0.04921 3.64086
C -2.01693 1.91147 -5.03281
C -2.08755 0.70273 -4.47371
C -1.27084 -0.53178 -4.72668
C 0.08045 -0.34632 -5.45309
C 1.02678 0.56853 -4.72043
C 1.09786 1.89705 -4.75076
C 0.28002 2.89739 -5.52392
C -1.07137 2.40969 -6.09301
C 1.56787 0.57321 4.99091
H -2.72271 2.66777 -4.66025
H -2.86167 0.56312 -3.70840
H -1.87766 -1.26184 -5.28707
H -1.07529 -1.00751 -3.75178
H 0.54819 -1.34177 -5.53494
H -0.09019 -0.01138 -6.47994
H 1.73221 0.05355 -4.05314
H 1.87068 2.36236 -4.12596
H 0.88734 3.30399 -6.34827
H 0.08562 3.75314 -4.85826
H -1.53868 3.26773 -6.60484
H -0.90077 1.65696 -6.86763
H 1.13029 1.34974 5.61003
H 2.45646 0.90909 4.48094
H 1.75409 -0.33812 5.56039
P 1.80186 -0.50781 1.82265
P -1.46199 -0.74071 1.74896
N 2.74127 0.81340 1.37747
N 2.93995 -1.69127 2.19127
N -2.00614 0.56056 0.82239
N -2.76979 -1.66137 2.20152
C 0.92703 -1.07839 0.31617
C -0.44123 -1.74389 0.61075
C 2.51810 2.15650 1.75878
C 3.38020 2.94576 1.01683
C 4.14949 2.07260 0.15386
C 3.72730 0.76906 0.39504
C 3.77730 -1.67769 3.33246
C 4.38624 -2.91995 3.42465
C 3.89137 -3.73499 2.33507
C 2.99920 -2.96253 1.60995
C -2.24914 1.86174 1.33379
C -2.75388 2.63386 0.30240
C -2.82303 1.80120 -0.88026
C -2.35673 0.53859 -0.52410
C -3.83347 -2.00691 1.36959
C -4.61019 -2.95724 2.03075
C -3.98467 -3.20899 3.31762
C -2.86050 -2.40666 3.40427
H 1.60000 -1.74398 -0.23061
H 0.78231 -0.16607 -0.28006
H -1.01550 -1.91134 -0.30450
H -0.31551 -2.71717 1.11796
H 1.77554 2.38724 2.50950
H 3.46628 4.01892 1.08317
H 4.91837 2.36746 -0.53831
H 4.04909 -0.17515 -0.01300
H 3.85674 -0.78878 3.93367
H 5.10907 -3.21102 4.16809
H 4.17243 -4.75087 2.11271
H 2.40850 -3.19514 0.73887
H -2.02820 2.07861 2.36836
H -3.03497 3.67317 0.37037
H -3.16282 2.09564 -1.85836
H -2.24393 -0.35705 -1.11574
H -3.96257 -1.52646 0.41733
H -5.51419 -3.40066 1.65877
H -4.33876 -3.88371 4.07802
H -2.12257 -2.26571 4.17837
O -2.76428 0.14575 7.23402
N -1.85552 -0.07645 6.41426
O -1.89430 0.48994 5.25698
```

energy: -2181.8727 a.u.
Kohn-Sham gap: 5.422 eV
relative energy (zero: lowest compared OMol25 entry of this formula, charge and spin): 522.4 kJ/mol
HOMO: -0.208 hartree
strongest force on any atom: 9.767 eV/Å